No. 1
This record from the Open Molecules 2025 dataset describes a molecular structure, C49H40CrN6O4S5 in a non-equilibrium geometry. The level of theory is the ωB97M-V functional and the def2-TZVPD basis.

Atoms and positions in Å:
Cr 1.628 -1.534 -0.001
N 0.031 -1.218 1.029
S -1.203 -0.498 1.396
N -1.214 1.160 0.509
S -1.683 1.595 -0.860
N -1.091 1.094 -2.184
S 0.530 0.491 -2.297
N 0.657 -0.779 -1.594
C 0.465 0.228 -4.079
C -0.354 0.955 -4.936
C -0.371 0.641 -6.289
C 0.422 -0.393 -6.771
C 1.222 -1.120 -5.899
C 1.243 -0.815 -4.546
C 1.389 2.104 -2.132
C 1.824 2.774 -3.271
C 2.493 3.980 -3.139
C 2.747 4.505 -1.877
C 2.306 3.828 -0.751
C 1.617 2.629 -0.870
C -3.439 1.417 -1.137
C -3.947 1.101 -2.380
C -5.325 1.025 -2.551
C -6.174 1.270 -1.485
C -5.649 1.578 -0.239
C -4.276 1.651 -0.061
C -1.649 3.399 -0.798
C -1.709 4.119 -1.979
C -1.600 5.502 -1.941
C -1.452 6.155 -0.727
C -1.430 5.427 0.452
C -1.530 4.042 0.419
C -2.605 -1.334 0.561
C -3.837 -1.509 1.178
C -4.835 -2.223 0.529
C -4.599 -2.756 -0.734
C -3.366 -2.571 -1.344
C -2.361 -1.864 -0.696
C -1.521 -1.357 3.276
C -2.357 -0.746 4.202
C -2.189 -0.987 5.563
C -1.156 -1.811 5.998
C -0.307 -2.403 5.068
C -0.481 -2.172 3.707
H -0.971 1.749 -4.539
H -1.002 1.207 -6.965
H 0.415 -0.635 -7.829
H 1.839 -1.929 -6.272
H 1.869 -1.349 -3.836
H 1.675 2.347 -4.251
H 2.842 4.496 -4.026
H 3.303 5.429 -1.775
H 2.507 4.220 0.239
H 1.291 2.092 0.011
H -3.253 0.886 -3.187
H -5.734 0.761 -3.519
H -7.247 1.201 -1.620
H -6.312 1.744 0.602
H -3.834 1.867 0.907
H -1.814 3.584 -2.916
H -1.616 6.072 -2.863
H -1.339 7.232 -0.702
H -1.311 5.938 1.400
H -1.475 3.434 1.315
H -4.018 -1.095 2.164
H -5.796 -2.368 1.012
H -5.373 -3.329 -1.234
H -3.170 -2.993 -2.323
H -1.382 -1.734 -1.147
H -3.145 -0.067 3.876
H -2.849 -0.516 6.285
H -1.004 -1.974 7.058
H 0.511 -3.034 5.400
H 0.198 -2.596 2.971
C 4.126 1.271 4.020
C 2.765 1.126 3.783
C 2.277 0.048 3.052
C 3.139 -0.911 2.506
C 4.511 -0.755 2.764
C 4.994 0.314 3.501
N 2.685 -1.989 1.706
C 3.104 -3.243 2.110
C 3.248 -4.306 1.186
C 3.606 -5.578 1.598
C 3.856 -5.867 2.939
C 3.735 -4.834 3.863
C 3.368 -3.555 3.468
H 4.509 2.117 4.582
H 2.066 1.861 4.174
H 1.219 -0.059 2.875
H 5.196 -1.471 2.326
H 6.064 0.410 3.664
H 3.100 -4.090 0.139
H 3.699 -6.365 0.855
H 4.137 -6.866 3.252
H 3.918 -5.030 4.916
H 3.263 -2.776 4.213
O 2.791 0.220 -0.073
S 3.694 -0.325 -1.163
O 3.302 0.243 -2.487
O 3.374 -1.795 -1.126
O 5.093 -0.053 -0.919
S -0.620 -5.494 -1.198
C 0.247 -4.197 -0.715
N 0.868 -3.277 -0.368

Values from the calculation:
- total charge = -2
- 2S+1 = 5
- electronic energy (Ha) = -5555.98472
- relative energy (zero: lowest compared OMol25 entry of this formula, charge and spin) (eV) = 0.508
- LUMO energy (alpha / beta) (eV) = 3.6 / 3.5



No. 2
This record from the Open Molecules 2025 dataset describes a molecular structure, C49H41Cl3N6O8PSW. The level of theory is the ωB97M-V functional and the def2-TZVPD basis.

Atoms and positions in Å:
W -0.100 -0.001 0.127
O -4.578 1.684 2.792
C -5.082 1.206 1.647
C -6.470 1.250 1.493
C -7.062 0.783 0.340
C -6.291 0.257 -0.698
C -4.923 0.212 -0.554
C -4.296 0.676 0.609
C -2.844 0.638 0.704
O -2.111 0.214 -0.299
N -2.237 0.988 1.810
N -0.904 0.917 1.578
C 0.126 0.325 2.271
C 1.332 1.146 2.540
C 1.827 1.493 3.789
C 2.958 2.292 3.883
C 3.587 2.749 2.730
C 3.104 2.406 1.474
C 1.984 1.591 1.396
O 1.479 1.198 0.194
H -3.607 1.571 2.791
H -7.057 1.657 2.305
H -8.139 0.824 0.244
H -6.762 -0.113 -1.598
H -4.305 -0.193 -1.345
H -0.141 -0.490 2.941
H 1.327 1.144 4.684
H 3.348 2.563 4.855
H 4.464 3.377 2.810
H 3.581 2.755 0.566
C 3.852 -0.588 -0.191
C 2.886 -1.557 0.389
N 1.562 -1.480 0.460
C 1.125 -2.640 1.053
C 2.186 -3.432 1.350
N 3.279 -2.732 0.922
C 2.355 -4.780 1.962
O 1.260 -5.404 2.339
O 3.467 -5.221 2.088
C -0.330 -2.796 1.208
O -0.839 -3.803 1.657
O -0.971 -1.752 0.763
H 3.327 0.219 -0.694
H 4.515 -1.096 -0.893
H 4.464 -0.150 0.598
H 4.223 -3.084 1.011
H 0.435 -4.889 2.147
C -1.596 1.747 -2.908
P -0.475 2.043 -1.510
C 0.964 2.837 -2.267
C 0.982 4.206 -2.518
C 2.052 4.772 -3.196
C 3.104 3.975 -3.626
C 3.092 2.609 -3.376
C 2.026 2.043 -2.696
C -1.265 3.293 -0.477
C -0.499 3.926 0.504
C -1.104 4.780 1.407
C -2.476 5.001 1.346
C -3.240 4.378 0.373
C -2.636 3.524 -0.541
H -1.840 2.689 -3.400
H -2.504 1.255 -2.563
H -1.078 1.109 -3.624
H 0.162 4.829 -2.186
H 2.063 5.835 -3.393
H 3.935 4.419 -4.159
H 3.911 1.988 -3.715
H 2.008 0.977 -2.501
H 0.567 3.742 0.562
H -0.508 5.269 2.166
H -2.949 5.659 2.063
H -4.308 4.545 0.326
H -3.245 3.031 -1.289
Cl -6.958 -3.862 -8.743
C -5.598 -3.347 -7.812
C -5.677 -2.190 -7.057
C -4.570 -1.794 -6.327
C -3.384 -2.524 -6.325
C -2.222 -2.009 -5.503
C -1.949 -2.913 -4.300
N -0.951 -2.324 -3.416
C 0.414 -2.370 -3.581
C 0.940 -1.598 -2.597
N -0.087 -1.095 -1.824
C -1.210 -1.551 -2.357
O -1.042 -1.904 -6.283
C -0.395 -0.644 -6.250
C -1.141 0.427 -6.999
C -0.908 1.761 -6.852
Cl 0.264 2.453 -5.799
S -1.889 2.732 -7.867
C -2.629 1.339 -8.528
C -2.142 0.191 -7.988
C -3.342 -3.686 -7.093
Cl -1.917 -4.675 -7.185
C -4.436 -4.099 -7.837
H -6.588 -1.608 -7.050
H -4.619 -0.877 -5.752
H -2.505 -1.016 -5.134
H -1.575 -3.874 -4.645
H -2.862 -3.075 -3.729
H 0.870 -2.926 -4.382
H 1.974 -1.392 -2.381
H -2.197 -1.363 -1.967
H 0.585 -0.813 -6.700
H -0.219 -0.315 -5.219
H -3.386 1.443 -9.288
H -2.462 -0.797 -8.279
H -4.379 -5.000 -8.430

Values from the calculation:
- total charge = +1
- electronic energy (Ha) = -5009.53586
- relative energy (zero: lowest compared OMol25 entry of this formula, charge and spin) (eV) = 0.000
- LUMO energy (alpha / beta) (eV) = -3.4 / -3.4